Density functional theory data (ωB97M-V/def2-TZVPD) for C21H24N4O3 in the gas phase.

Properties
E_HOMO, eV: -8.0
SMILES: O=C(CCN1C(=O)[C@@H]2[C@H](C1=O)[C@H]1C=C[C@@H]2C1)N1CCN(c2ccccn2)CC1
Gap between HOMO and LUMO, eV: 8.75

```
! RIJCOSX wB97M-V def2-TZVPD def2/J DEFGRID3
* xyz 0 1
O -1.5980 -3.8409 0.9467
O -0.7634 -0.7796 1.5652
O -4.4805 0.9224 -0.4099
N 2.8715 0.5650 -1.0209
N -2.7284 -0.2025 0.5381
N -0.0935 -2.9171 -0.4465
N 2.3384 -1.5308 -0.2379
C -3.2800 -1.5305 0.3496
C -0.1920 2.0028 0.1756
C -0.9222 1.9270 -1.1697
C -3.4125 0.9343 0.1418
C 1.0036 -3.5072 0.2943
C -1.3140 1.5566 1.1549
C -1.5170 0.0578 1.1425
C 0.2870 -1.9679 -1.4771
C -2.0356 2.8849 -0.7325
C 1.9112 -2.4080 0.8393
C -2.4946 -2.3582 -0.6749
C -0.1114 3.4997 0.3472
C 2.7859 -0.2707 0.0212
C 3.1796 0.1286 1.3131
C 3.3268 1.7899 -0.8248
C 3.6418 1.4129 1.4936
C -1.3502 -3.0877 0.0246
C -1.2077 4.0229 -0.1868
C 3.7189 2.2784 0.4064
C 1.8106 -1.8465 -1.5424
C -2.5782 2.1388 0.5190
H -4.3093 -1.3798 0.0162
H 2.7830 -2.8601 1.3280
H -1.2809 0.9335 -1.4357
H 2.2571 -2.7761 -1.9077
H 3.1272 -0.5544 2.1436
H -0.0988 -2.2877 -2.4528
H -3.1597 2.8049 1.1574
H 0.6836 3.9981 0.8688
H 2.0872 -1.0319 -2.2126
H -1.1025 1.8909 2.1711
H 3.9450 1.7437 2.4769
H -2.8044 3.1370 -1.4572
H -0.1124 -0.9754 -1.2416
H 0.7342 1.4483 0.2844
H -0.3210 2.3228 -1.9857
H 1.5572 -4.2013 -0.3453
H -3.2715 -2.0626 1.3055
H 3.3654 2.4078 -1.7134
H 1.3398 -1.8369 1.5794
H -1.5180 5.0508 -0.2025
H -3.1602 -3.1344 -1.0577
H 4.0768 3.2893 0.5164
H 0.5646 -4.0664 1.1222
H -2.1786 -1.7343 -1.5072
*
```